107
Properties=species:S:1:pos:R:3:forces:R:3 method="wB97M-V/def2-TZVPD" multiplicity=4 gap_ev="5.71 / 7.57" e_homo_ev="-15.95 / -15.93" e_tot_ha=-4657.359687 total_charge=+3 s2=4.034
Cr 12.482834 12.223112 11.849272 -0.165 0.379 0.418
I 11.347514 15.456660 15.310981 0.220 0.006 0.216
C 11.091144 16.561062 13.545182 -1.073 0.389 0.564
I 10.639404 15.447896 11.854357 -0.311 -0.794 -0.729
H 11.954808 17.110168 13.240871 0.493 0.415 0.365
H 10.211435 17.195321 13.728712 0.592 -0.086 -0.204
O 14.262678 10.838582 9.705577 -0.170 -0.983 -0.349
C 14.073255 9.466889 9.627018 -0.488 -0.611 0.963
C 13.998591 8.780277 8.411720 1.738 2.840 0.112
C 13.729676 7.454502 8.424615 -0.397 -1.588 -0.614
C 13.486923 6.766180 9.619606 -0.275 0.646 0.731
C 13.543053 7.429393 10.849871 -0.836 1.164 -0.892
C 13.750782 8.838981 10.859727 0.846 -0.302 -1.722
P 13.516625 9.891830 12.268858 0.790 0.796 1.037
C 12.272847 8.968851 13.208744 0.276 -0.648 0.178
C 11.084835 8.749055 12.456640 0.263 -0.354 0.012
C 10.117834 7.877736 12.924281 -0.546 0.669 0.839
C 10.255974 7.348906 14.225649 -0.077 -1.281 -0.290
C 11.443971 7.454263 14.914949 1.378 1.895 0.420
C 12.516870 8.299501 14.420602 -1.324 -0.825 -0.519
C 15.126283 10.210745 13.157085 -0.046 -0.589 -0.813
C 15.163094 10.924690 14.342688 -0.967 0.217 -0.117
C 16.337298 11.042734 15.068860 0.458 -0.051 0.067
C 17.535077 10.562918 14.570132 0.312 -1.185 -1.713
C 17.524463 9.909899 13.282857 0.510 1.014 1.869
C 16.354237 9.716207 12.627977 -1.669 0.298 -0.675
C 15.333627 11.462911 9.102643 0.510 0.657 0.146
C 16.423455 10.842463 8.490979 1.200 -0.477 0.784
C 17.563273 11.619531 8.206949 -0.464 1.041 -0.330
C 17.477176 13.024092 8.304191 0.302 -1.558 0.287
C 16.420126 13.604940 8.910884 -1.170 -0.081 -0.053
C 15.335259 12.833714 9.328263 -0.521 0.565 0.290
P 13.982550 13.639995 10.254673 0.257 -0.250 0.880
C 14.854782 14.779104 11.418330 -0.037 -0.629 -1.836
C 16.096638 14.479849 11.923071 0.788 0.997 2.156
C 16.655686 15.369516 12.885744 -0.651 -0.654 -0.649
C 16.012892 16.550838 13.231163 0.674 -0.304 0.137
C 14.803253 16.853806 12.625516 0.011 1.228 0.530
C 14.257078 15.986594 11.700776 0.292 0.534 0.877
C 13.035033 14.709803 9.172187 0.932 0.269 -1.218
C 13.747061 15.758638 8.487093 -0.587 -0.724 0.394
C 13.097272 16.491833 7.519694 -2.771 -2.122 1.023
C 11.717757 16.243822 7.233196 0.316 1.220 -0.024
C 11.065715 15.220492 7.908050 -0.201 -0.591 -0.236
C 11.725820 14.388876 8.813953 0.479 1.002 0.478
H 14.345337 9.399201 7.540928 -0.798 -1.105 0.481
H 13.678653 6.950392 7.454199 -0.053 -0.078 0.491
H 13.081720 5.769771 9.625866 0.424 -0.394 -0.210
H 13.200068 6.948123 11.753591 0.238 -0.211 0.058
H 10.996700 9.196945 11.455917 -0.070 -0.180 0.512
H 9.163772 7.710875 12.413411 0.556 0.013 -0.131
H 9.485840 6.668167 14.642958 0.407 0.709 -0.370
H 11.534675 7.060542 15.930696 0.078 -0.246 -0.510
H 13.510711 8.313853 14.894595 -0.707 0.214 -0.051
H 14.255015 11.443694 14.680626 0.476 -0.776 0.260
H 16.276625 11.493699 16.036785 0.180 0.361 0.373
H 18.509553 10.609513 15.068398 -0.645 0.253 0.131
H 18.437100 9.578146 12.816559 0.220 -0.068 0.143
H 16.370834 9.272709 11.642046 -0.098 -0.309 0.019
H 16.512424 9.747410 8.475651 -0.178 0.552 -0.174
H 18.555777 11.255995 7.927470 -0.702 -0.558 -0.167
H 18.249038 13.692889 8.051838 1.229 0.202 -0.514
H 16.468533 14.665952 9.033837 -0.283 0.436 0.269
H 16.656360 13.594229 11.712090 0.031 -0.543 -0.325
H 17.561427 15.083704 13.382089 0.477 0.043 -0.020
H 16.507889 17.236749 13.931264 -0.454 -0.321 -0.253
H 14.353038 17.826202 12.916921 0.057 -0.805 -0.593
H 13.388244 16.245323 11.176009 -1.187 0.402 -0.471
H 14.787418 15.999934 8.725763 -0.435 -0.193 0.011
H 13.525071 17.245966 6.988099 1.534 2.001 -1.189
H 11.197695 17.003715 6.552780 0.629 -1.605 0.938
H 10.035705 14.931934 7.769153 -0.298 0.567 -0.454
H 11.148406 13.639080 9.369029 0.466 0.319 -0.562
O 13.478047 13.276108 13.328355 -0.630 -0.104 -3.004
H 14.305695 13.710903 13.146278 0.956 0.580 -0.244
H 13.426760 13.036640 14.218183 -0.575 -0.571 2.610
C 8.412538 12.628243 17.270444 0.040 2.354 -0.306
C 7.810069 11.544520 16.411223 -0.971 -0.003 0.504
C 7.050116 12.186183 15.256508 -0.922 0.694 0.120
C 8.799496 10.508726 15.972676 1.694 0.732 -0.349
N 9.865808 11.114192 15.088825 0.369 0.287 -0.175
C 10.005765 11.265140 13.761685 -1.644 -0.754 0.807
N 11.146904 11.831578 13.527809 1.549 0.421 -0.162
N 11.743223 12.022108 14.748647 -0.249 0.034 -0.072
N 10.982742 11.628667 15.681349 -0.559 -0.672 -0.916
H 7.614747 13.249201 17.718781 0.097 -0.374 -0.323
H 8.992175 13.394763 16.657300 -0.462 -1.071 0.568
H 9.014847 12.359565 18.117376 0.448 -0.658 0.220
H 7.084706 10.984550 17.037315 0.299 0.164 -0.315
H 7.621418 13.042013 14.802235 -0.477 -0.861 0.250
H 6.070070 12.601678 15.638086 1.139 -0.304 -0.466
H 6.781654 11.428166 14.516339 0.019 0.195 -0.226
H 8.429616 9.630567 15.470661 -0.359 -0.147 -0.260
H 9.436375 10.218864 16.794190 -0.192 -0.466 0.512
H 9.267180 10.941513 13.021257 0.391 0.155 0.561
N 6.377770 12.695045 10.701900 -0.540 0.107 0.322
C 7.405923 12.350222 10.340079 0.385 0.237 -0.397
C 8.693221 11.948249 9.872210 0.969 -0.412 -0.145
C 8.894876 11.370952 8.602686 -1.261 0.711 0.691
C 10.119355 10.843458 8.347713 1.866 -0.931 -0.723
C 11.136738 10.942283 9.292252 0.529 0.386 -0.130
N 11.004141 11.620874 10.447300 0.435 -0.293 0.091
C 9.797614 12.092943 10.727397 -1.856 0.234 -0.198
H 8.087734 11.383404 7.875311 0.099 -0.221 0.099
H 10.392705 10.338497 7.401812 -0.477 0.409 0.614
H 12.139992 10.575251 9.093240 -0.455 -0.011 -0.089
H 9.612306 12.655703 11.634800 0.360 -0.083 0.054